# 1
A gas-phase ion, C5H8N (charge +1) in a non-equilibrium geometry, computed with wB97M-V/def2-TZVPD.

As for the SMILES: C=C[N@+]12C[C@H]1C2. The net charge is +1. The LUMO energy comes out at -3.11 eV. The calculation puts the HOMO-LUMO gap at 0.4360 Eh. The energy relative to the best compared isomer or geometry (same formula, charge and spin) is 413.2 kJ/mol.

Each atom is followed by the atoms it is bonded to, with distances in Å.
Atoms and positions in Å:
1 N 0.170 0.151 -0.204  C2 1.549, C3 1.470, C5 1.442, C6 1.448
2 C 0.864 -1.231 -0.295  N1 1.549, C6 1.466, H7 1.144, H14 1.006
3 C -1.189 0.685 -0.030  N1 1.470, C4 1.303, H10 1.071
4 C -2.223 -0.103 0.055  C3 1.303, H8 1.097, H13 1.173
5 C 1.388 0.915 -0.318  N1 1.442, C6 1.510, H11 1.127, H12 1.039
6 C 1.259 -0.211 0.680  N1 1.448, C2 1.466, C5 1.510, H9 1.033
7 H 1.297 -1.467 -1.328  C2 1.144
8 H -3.142 0.483 0.172  C4 1.097
9 H 1.251 -0.289 1.710  C6 1.033
10 H -1.122 1.743 0.124  C3 1.071
11 H 1.320 1.878 0.264  C5 1.127
12 H 1.948 0.744 -1.176  C5 1.039
13 H -2.300 -1.268 0.165  C4 1.173
14 H 0.479 -2.029 0.182  C2 1.006

Now the Mulliken charges, all in e: 0.1727, -0.4658, 0.0931, -0.6847, -0.4660, 0.0721, 0.2358, 0.2757, 0.3212, 0.3283, 0.2529, 0.2937, 0.2440, 0.3271

***

# 2
2 unconnected molecules or ions with the total composition C3H8N2O2 in a non-equilibrium geometry, computed with wB97M-V/def2-TZVPD.

The LUMO energy comes out at 0.77 eV. The calculation puts the HOMO-LUMO gap at 0.2997 Eh. The energy relative to the best compared isomer or geometry (same formula, charge and spin) is 331.3 kJ/mol.

Each atom is followed by the atoms it is bonded to, with distances in Å.
Atoms and positions in Å:
1 O 1.847 -1.505 0.498  H13 0.967, H14 0.962
2 O 1.649 1.508 -0.277  N3 1.271
3 N 0.554 0.862 -0.300  O2 1.271, C5 1.474, C7 1.292
4 N -0.953 -0.734 -0.676  C6 1.457, C7 1.373, H11 1.008
5 C -0.504 1.122 0.692  N3 1.474, C6 1.532, H9 1.092, H15 1.092
6 C -1.587 0.097 0.340  N4 1.457, C5 1.532, H8 1.093, H12 1.096
7 C 0.243 -0.159 -1.029  N3 1.292, N4 1.373, H10 1.072
8 H -1.862 -0.517 1.202  C6 1.093
9 H -0.826 2.162 0.604  C5 1.092
10 H 0.839 -0.534 -1.838  C7 1.072
11 H -1.527 -1.168 -1.381  N4 1.008
12 H -2.493 0.576 -0.047  C6 1.096
13 H 2.225 -0.615 0.484  O1 0.967
14 H 2.480 -2.065 0.040  O1 0.962
15 H -0.084 0.971 1.689  C5 1.092

Now the Mulliken charges, all in e: -0.6504, -0.7492, 0.4103, -0.2358, -0.4554, -0.4541, -0.2339, 0.2564, 0.2942, 0.4006, 0.2464, 0.2817, 0.3477, 0.3047, 0.2370